No. 1
DFT (wB97M-V/def2-TZVPD) results for a 2-piece molecular cluster, C2H8OS2 overall at a distorted geometry.

As for the strongest force on any atom: 2.6 eV/Å. The HOMO-LUMO gap is 8.89 eV. The SMILES is CCO.SS. As for the spin multiplicity: 1. The value obtained for the LUMO energy is 0.01145 Ha.

```
13
Properties=species:S:1:pos:R:3:mulliken_charge:R:1
C -0.520 1.373 -0.507 -0.931
C 0.161 0.385 -1.447 -0.172
O -0.300 -0.922 -1.031 -0.475
H -1.631 1.321 -0.544 0.340
H -0.192 2.390 -0.768 0.317
H -0.223 1.074 0.503 0.217
H -0.171 0.521 -2.521 0.213
H 1.238 0.424 -1.445 0.287
H -1.239 -0.830 -0.850 0.273
S -0.148 -1.346 2.708 -0.229
S 1.646 -1.927 1.739 -0.171
H 0.413 -0.557 3.610 0.162
H 0.965 -1.906 0.553 0.170
```

No. 2
DFT (wB97M-V/def2-TZVPD) results for one molecule with the formula C6H8N2 at a distorted geometry.

As for the strongest force on any atom: 3.7 eV/Å. The HOMO-LUMO gap is 10.24 eV. The SMILES is [H]/N=C(\CCC#C)N=C. As for the spin multiplicity: 1. The value obtained for the LUMO energy is 0.02959 Ha.

```
16
Properties=species:S:1:pos:R:3:mulliken_charge:R:1
H -0.880 2.253 1.217 0.249
N -0.289 1.472 1.490 -0.757
C -0.491 0.403 0.820 0.601
C -1.416 0.273 -0.425 -0.701
C -0.476 -0.320 -1.459 -0.435
C 0.872 0.310 -1.084 -0.522
C 1.995 0.750 -1.096 0.000
N -0.350 -0.835 1.456 -0.348
C 0.740 -1.443 1.591 -0.238
H -1.730 1.273 -0.722 0.342
H -2.268 -0.371 -0.218 0.289
H -0.738 -0.065 -2.486 0.357
H -0.366 -1.400 -1.300 0.262
H 2.963 1.160 -1.105 0.419
H 1.701 -1.058 1.232 0.217
H 0.733 -2.404 2.092 0.263
```

No. 3
DFT (wB97M-V/def2-TZVPD) results for a 2-piece molecular cluster, C3H5NO2 overall.

As for the strongest force on any atom: 0.4 eV/Å. The HOMO-LUMO gap is 9.95 eV. As for the spin multiplicity: 1. The value obtained for the LUMO energy is 0.00785 Ha.

```
11
Properties=species:S:1:pos:R:3:mulliken_charge:R:1
N -0.928 -0.887 2.175 -0.591
C -0.520 -0.213 1.209 0.644
O 0.806 0.292 1.203 -0.137
C 1.093 0.999 0.140 -0.409
C -0.195 1.004 -0.640 0.051
O -1.119 0.177 0.079 -0.369
H -1.895 -1.168 2.034 0.284
H 2.034 -1.077 -1.556 0.079
H 2.306 -0.468 -1.223 -0.053
H -0.565 2.036 -0.686 0.252
H -0.076 0.622 -1.657 0.248
```

No. 4
DFT (wB97M-V/def2-TZVPD) results for one molecule with the formula C12H16BrNO4.

As for the strongest force on any atom: 0.7 eV/Å. The HOMO-LUMO gap is 9.12 eV. The SMILES is O=C(COc1ccc(Br)cc1)N(CCO)CCO. As for the spin multiplicity: 1. The value obtained for the LUMO energy is 0.01574 Ha.

```
34
Properties=species:S:1:pos:R:3:mulliken_charge:R:1
O -2.115 0.759 0.800 -0.771
C -1.023 1.016 0.312 0.943
C -0.896 1.180 -1.205 -0.981
O 0.071 0.352 -1.820 -0.498
C -0.133 -0.999 -1.842 0.730
C 0.853 -1.740 -2.496 -0.502
C 0.758 -3.112 -2.579 -0.411
C -0.328 -3.752 -2.003 0.032
Br -0.462 -5.649 -2.111 -0.201
C -1.312 -3.032 -1.351 -0.741
C -1.217 -1.653 -1.268 -0.278
N 0.076 1.171 1.068 0.224
C 1.398 1.490 0.572 -0.766
C 1.679 3.005 0.566 -0.643
O 1.086 3.669 -0.520 -0.538
C -0.085 1.095 2.517 -1.001
C -0.349 -0.343 3.004 -0.515
O -1.707 -0.624 3.166 -0.594
H -0.591 2.208 -1.423 0.528
H -1.890 1.007 -1.635 0.370
H 1.686 -1.218 -2.939 0.407
H 1.521 -3.683 -3.087 0.414
H -2.152 -3.539 -0.903 0.421
H -1.993 -1.113 -0.751 0.423
H 1.517 1.099 -0.440 0.374
H 2.127 0.992 1.216 0.459
H 2.766 3.165 0.572 0.347
H 1.254 3.468 1.459 0.358
H 1.525 3.396 -1.335 0.352
H 0.820 1.492 2.975 0.548
H -0.936 1.715 2.815 0.467
H 0.108 -0.493 3.986 0.361
H 0.118 -1.049 2.295 0.242
H -2.174 -0.283 2.383 0.441
```

No. 5
DFT (wB97M-V/def2-TZVPD) results for C6H9IrO4 as an isolated structure at a distorted geometry.

As for the expectation value of S²: 6.038. As for the strongest force on any atom: 7.3 eV/Å. As for the total charge: +2. The HOMO-LUMO gap (spin up / spin down) is 8.78 / 4.95 eV. As for the spin multiplicity: 5. The value obtained for the LUMO energy (spin up / spin down) is -0.35813 / -0.48585 Ha.

```
20
Properties=species:S:1:pos:R:3:mulliken_spin:R:1
O 1.999 -0.254 -0.197 0.195
Ir 1.162 1.464 0.153 3.240
O 3.086 1.608 -0.224 0.194
C 3.255 0.351 -0.366 -0.070
O 4.237 -0.306 -0.614 0.127
C 1.833 -1.676 -0.301 0.025
C 0.353 -1.975 -0.321 -0.001
H 2.327 -2.009 -1.223 0.011
H 2.335 -2.143 0.556 0.011
H -0.150 -1.401 -1.111 0.001
H 0.205 -3.043 -0.523 0.001
H -0.115 -1.735 0.643 0.000
C -2.938 1.029 0.534 0.019
C -3.307 2.316 0.626 0.118
H -3.512 0.218 0.988 -0.007
H -2.590 2.997 1.104 0.004
H -4.359 2.592 0.684 0.010
O -0.595 1.097 0.546 0.154
C -1.626 0.663 0.024 -0.039
H -1.600 0.205 -0.980 0.007
```

No. 6
DFT (wB97M-V/def2-TZVPD) results for one molecule with the formula C12H14Cl2N2O2.

As for the strongest force on any atom: 0.7 eV/Å. The HOMO-LUMO gap is 9.31 eV. The SMILES is O=C(NC[C@H]1CCCO1)Nc1cc(Cl)cc(Cl)c1. As for the spin multiplicity: 1. The value obtained for the LUMO energy is 0.01928 Ha.

```
32
Properties=species:S:1:pos:R:3:mulliken_charge:R:1
O 0.082 1.432 1.792 -0.662
C -0.385 1.641 0.694 0.274
N -1.298 2.640 0.484 -0.124
C -2.395 2.649 -0.455 -1.044
C -3.670 2.060 0.184 0.307
C -3.504 0.598 0.647 -0.799
C -3.423 0.711 2.170 -0.359
C -4.252 1.968 2.423 -0.553
O -3.976 2.832 1.336 -0.526
N -0.008 0.970 -0.456 0.015
C 0.888 -0.081 -0.580 0.784
C 1.443 -0.730 0.521 -0.724
C 2.311 -1.787 0.312 0.320
Cl 2.996 -2.587 1.675 -0.216
C 2.645 -2.226 -0.960 -0.747
C 2.081 -1.569 -2.041 0.261
Cl 2.472 -2.085 -3.640 -0.213
C 1.211 -0.509 -1.869 -0.931
H -1.556 3.100 1.350 0.355
H -2.158 2.090 -1.360 0.337
H -2.597 3.690 -0.726 0.356
H -4.491 2.154 -0.543 0.423
H -4.377 0.014 0.354 0.354
H -2.618 0.133 0.218 0.295
H -2.392 0.863 2.491 0.077
H -3.825 -0.160 2.680 0.446
H -5.325 1.726 2.443 0.306
H -3.989 2.495 3.341 0.341
H -0.322 1.364 -1.331 0.169
H 1.205 -0.398 1.517 0.652
H 3.322 -3.051 -1.103 0.434
H 0.789 -0.016 -2.732 0.390
```